Entry 1:
{"formula": "C49H45ClF6MnN4OS2", "method": "ωB97M-V with the def2-TZVPD basis set", "e_lumo_ev": [-5.776, -6.246], "largest_force_ev_per_a": 0.52, "spin_multiplicity": 4, "total_charge": 2, "elements": ["Mn", "S", "C", "C", "C", "C", "C", "C", "N", "C", "C", "C", "C", "C", "C", "C", "C", "N", "C", "C", "C", "C", "C", "S", "C", "H", "H", "H", "H", "H", "H", "H", "H", "H", "H", "H", "H", "C", "C", "C", "C", "C", "C", "C", "N", "C", "C", "C", "C", "C", "C", "C", "N", "C", "C", "C", "C", "H", "H", "H", "H", "H", "H", "H", "H", "H", "H", "H", "H", "H", "H", "H", "H", "H", "H", "H", "H", "H", "H", "H", "H", "Cl", "C", "C", "C", "C", "C", "C", "C", "H", "H", "H", "H", "H", "H", "C", "C", "O", "C", "F", "F", "F", "C", "F", "F", "F", "H", "H", "H"], "coordinates": [[-0.4134, -0.5849, 0.4476], [-3.6301, -0.9631, 5.2535], [-4.1750, -0.9441, 6.8652], [-3.1433, -0.8901, 7.7516], [-1.8832, -0.8643, 7.1032], [-1.9813, -0.8987, 5.7403], [-0.8843, -0.8877, 4.7675], [-1.1578, -0.7770, 3.3860], [-0.2085, -0.7569, 2.4734], [1.0854, -0.8567, 2.8558], [1.4651, -0.9693, 4.1837], [2.8735, -1.0759, 4.4846], [3.7987, -1.0781, 3.5015], [3.4116, -0.9755, 2.1147], [4.3088, -0.9917, 1.0369], [3.8533, -0.9011, -0.2652], [2.4664, -0.7831, -0.4493], [1.6031, -0.7636, 0.5493], [2.0590, -0.8611, 1.8191], [4.7479, -0.9327, -1.4292], [6.1071, -1.0586, -1.4392], [6.6582, -1.0628, -2.7480], [5.7047, -0.9416, -3.7097], [4.1412, -0.8233, -3.0378], [0.4414, -0.9826, 5.1450], [-5.2324, -0.9750, 7.0762], [-3.2765, -0.8685, 8.8227], [-0.9462, -0.8137, 7.6408], [-2.1725, -0.6992, 3.0146], [3.1749, -1.1594, 5.5211], [4.8518, -1.1624, 3.7378], [5.3691, -1.0836, 1.2394], [2.0522, -0.7128, -1.4463], [6.7125, -1.1472, -0.5476], [7.7129, -1.1542, -2.9607], [5.8348, -0.9169, -4.7801], [0.7054, -1.0825, 6.1904], [-0.2286, -0.7176, -6.6386], [-0.2355, 0.5310, -5.7576], [1.0413, 1.3399, -6.0300], [-1.4709, 1.3812, -6.0970], [-0.2975, 0.1793, -4.2795], [-0.4770, -1.1187, -3.8127], [-0.5092, -1.3670, -2.4545], [-0.3790, -0.3943, -1.5496], [-0.2567, 0.8792, -1.9743], [-0.2003, 1.1865, -3.3132], [-0.2244, 1.8854, -0.8852], [-0.2126, 3.2494, -1.0910], [-0.2338, 4.1282, -0.0098], [-0.2609, 3.5565, 1.2632], [-0.2677, 2.1897, 1.4081], [-0.2477, 1.3676, 0.3521], [-0.2340, 5.6399, -0.1734], [-0.2303, 6.0596, -1.6418], [-1.4927, 6.2043, 0.5055], [1.0221, 6.2021, 0.5116], [-0.1473, -0.4165, -7.6827], [-1.1503, -1.2948, -6.5398], [0.6199, -1.3688, -6.4159], [1.0968, 1.5758, -7.0930], [1.9346, 0.7712, -5.7628], [1.0597, 2.2852, -5.4853], [-1.4630, 1.6233, -7.1602], [-1.4822, 2.3211, -5.5414], [-2.3947, 0.8417, -5.8799], [-0.5865, -1.9516, -4.4910], [-0.6402, -2.3724, -2.0754], [-0.0856, 2.2161, -3.6193], [-0.2060, 3.6338, -2.0989], [-0.2894, 4.1708, 2.1522], [-0.3010, 1.7274, 2.3839], [-1.1203, 5.7086, -2.1700], [0.6596, 5.7046, -2.1675], [-0.2273, 7.1476, -1.7003], [-2.4010, 5.7864, 0.0667], [-1.5195, 7.2862, 0.3730], [-1.5061, 6.0020, 1.5773], [1.9321, 5.8052, 0.0568], [1.0428, 5.9728, 1.5781], [1.0362, 7.2872, 0.4052], [2.5724, -4.1479, -0.0747], [1.3376, -5.0084, 0.8023], [1.6362, -6.2440, 1.3252], [0.6698, -6.9296, 2.0583], [-0.5891, -6.3666, 2.2732], [-0.8884, -5.1350, 1.7414], [0.0582, -4.4179, 0.9656], [-0.2794, -3.2000, 0.3641], [2.6165, -6.6719, 1.1684], [0.9054, -7.9038, 2.4645], [-1.3276, -6.9011, 2.8544], [-1.8655, -4.6911, 1.8940], [-1.2823, -2.8027, 0.4870], [0.4514, -2.7410, -0.2862], [-3.6727, -0.3734, -1.3689], [-3.4871, -0.4412, 0.1422], [-2.1829, -0.6773, 0.5364], [-3.9302, 0.9022, 0.7647], [-5.1660, 1.2442, 0.4161], [-3.8543, 0.8859, 2.1028], [-3.1005, 1.8770, 0.3360], [-4.3148, -1.6199, 0.7008], [-3.9631, -2.7451, 0.0530], [-5.6214, -1.4298, 0.5380], [-4.0779, -1.8316, 2.0027], [-3.1559, 0.5005, -1.7641], [-4.7272, -0.3019, -1.6290], [-3.2615, -1.2737, -1.8190]], "atomic_forces_ev_per_a": [[0.1, -0.1, -0.1], [-0.1, 0.0, -0.1], [0.0, 0.0, 0.0], [0.1, 0.0, 0.0], [0.0, 0.0, 0.2], [0.2, 0.0, -0.2], [-0.2, 0.0, 0.1], [-0.1, 0.0, 0.0], [0.0, 0.0, -0.2], [-0.1, 0.0, -0.2], [0.1, 0.0, 0.3], [-0.1, 0.0, 0.0], [0.0, 0.0, -0.1], [0.2, 0.0, 0.1], [0.1, 0.0, 0.1], [0.1, 0.0, -0.2], [0.0, 0.0, 0.0], [0.0, 0.1, -0.1], [-0.1, 0.0, 0.0], [-0.1, 0.0, 0.2], [0.2, 0.0, 0.0], [0.0, 0.0, 0.1], [0.0, 0.0, 0.0], [-0.1, 0.0, -0.1], [0.2, 0.0, 0.1], [0.0, 0.0, 0.0], [0.0, 0.0, 0.0], [0.0, 0.0, 0.0], [0.0, 0.0, 0.0], [0.0, 0.0, 0.0], [0.0, 0.0, 0.0], [0.0, 0.0, 0.0], [0.0, 0.0, 0.0], [0.0, 0.0, 0.0], [0.0, 0.0, 0.0], [0.0, 0.0, 0.0], [0.0, 0.0, 0.0], [0.0, 0.0, 0.0], [0.0, 0.0, 0.0], [0.0, 0.0, 0.0], [0.0, 0.0, 0.0], [0.0, 0.1, -0.1], [0.0, -0.1, 0.0], [0.1, 0.1, 0.0], [0.0, -0.1, 0.1], [0.0, 0.1, 0.1], [0.0, 0.0, -0.1], [0.0, -0.1, -0.1], [0.0, 0.1, 0.0], [0.0, 0.1, 0.0], [0.0, 0.0, 0.0], [0.0, 0.0, -0.1], [-0.1, -0.1, 0.2], [0.0, 0.0, 0.0], [0.0, 0.0, 0.0], [0.0, 0.0, 0.0], [0.0, 0.0, 0.0], [0.0, 0.0, 0.0], [0.0, 0.0, 0.0], [0.0, 0.0, 0.0], [0.0, 0.0, 0.0], [0.0, 0.0, 0.0], [0.0, 0.0, 0.0], [0.0, 0.0, 0.0], [0.0, 0.0, 0.0], [0.0, 0.0, 0.0], [0.0, 0.0, 0.0], [0.0, 0.0, 0.0], [0.0, 0.0, 0.0], [0.0, 0.0, 0.0], [0.0, 0.0, 0.0], [0.0, 0.0, 0.0], [0.0, 0.0, 0.0], [0.0, 0.0, 0.0], [0.0, 0.0, 0.0], [0.0, 0.0, 0.0], [0.0, 0.0, 0.0], [0.0, 0.0, 0.0], [0.0, 0.0, 0.0], [0.0, 0.0, 0.0], [0.0, 0.0, 0.0], [-0.1, -0.1, 0.0], [0.1, 0.0, 0.0], [0.0, 0.0, 0.0], [0.0, 0.0, 0.0], [0.0, 0.0, 0.0], [0.0, 0.0, 0.0], [0.0, 0.2, 0.1], [-0.1, 0.1, 0.2], [0.0, 0.0, 0.0], [0.0, 0.0, 0.0], [0.0, 0.0, 0.0], [0.0, 0.0, 0.0], [-0.1, -0.2, -0.2], [-0.1, 0.0, -0.2], [0.0, 0.0, 0.0], [0.2, 0.2, -0.1], [-0.3, -0.3, 0.3], [0.0, 0.0, 0.0], [0.0, 0.0, 0.0], [0.0, 0.0, 0.0], [0.0, 0.0, 0.0], [0.0, 0.0, 0.0], [0.0, 0.0, 0.0], [0.0, -0.1, 0.0], [0.0, 0.0, 0.0], [0.0, 0.0, 0.0], [0.0, 0.0, 0.0], [0.0, 0.0, 0.0]]}


Entry 2:
{"formula": "C24H17BeN5Te", "method": "ωB97M-V with the def2-TZVPD basis set", "e_lumo_ev": -0.894, "largest_force_ev_per_a": 0.09, "elements": ["Be", "C", "C", "C", "C", "N", "C", "N", "C", "N", "C", "N", "C", "C", "C", "C", "C", "N", "C", "C", "C", "C", "C", "C", "H", "H", "H", "H", "H", "H", "H", "H", "H", "H", "H", "H", "Te", "C", "C", "C", "C", "C", "C", "H", "H", "H", "H", "H"], "coordinates": [[-0.5250, 0.0640, -0.2764], [2.6417, -2.0579, -1.4556], [3.5085, -1.0864, -1.9546], [3.1315, 0.2324, -1.9136], [1.8953, 0.6019, -1.3615], [1.0681, -0.3515, -0.8705], [1.4408, -1.6427, -0.9410], [1.6211, 1.9620, -1.3614], [0.6147, 2.4087, -0.6872], [-0.2875, 1.6482, -0.0216], [-1.0779, 2.4200, 0.7739], [-1.8969, 1.9844, 1.6646], [-1.9598, 0.6223, 1.9403], [-2.7769, 0.2642, 3.0210], [-2.8669, -1.0467, 3.4166], [-2.1447, -2.0154, 2.7238], [-1.3924, -1.6116, 1.6511], [-1.2836, -0.3309, 1.2590], [-0.7589, 3.8389, 0.4876], [-1.2835, 5.0184, 0.9724], [-0.7300, 6.2062, 0.5028], [0.3237, 6.1997, -0.4072], [0.8603, 5.0050, -0.8791], [0.2958, 3.8324, -0.4233], [2.8836, -3.1098, -1.4870], [4.4630, -1.3676, -2.3799], [3.7579, 1.0238, -2.2972], [0.7065, -2.3563, -0.5902], [-3.3196, 1.0556, 3.5157], [-3.4999, -1.3231, 4.2498], [-2.1918, -3.0614, 2.9888], [-0.8689, -2.3332, 1.0379], [-2.0951, 5.0120, 1.6875], [-1.1221, 7.1528, 0.8511], [0.7320, 7.1412, -0.7505], [1.6855, 4.9890, -1.5783], [-2.0723, -0.8172, -1.9536], [-3.7503, -0.3595, -0.7386], [-4.1753, 0.9589, -0.5846], [-5.2403, 1.2700, 0.2501], [-5.9065, 0.2655, 0.9377], [-5.5008, -1.0524, 0.7804], [-4.4307, -1.3618, -0.0494], [-3.6643, 1.7502, -1.1198], [-5.5481, 2.3024, 0.3626], [-6.7396, 0.5071, 1.5858], [-6.0185, -1.8463, 1.3059], [-4.1198, -2.3932, -0.1639]], "atomic_forces_ev_per_a": [[0.0, -0.1, 0.0], [0.0, 0.0, 0.0], [0.0, 0.0, 0.0], [0.0, 0.0, 0.0], [0.0, 0.1, 0.0], [0.0, 0.0, 0.0], [0.0, 0.0, 0.0], [0.0, 0.0, 0.1], [0.1, -0.1, -0.1], [0.0, 0.0, 0.0], [0.0, 0.0, 0.1], [0.0, 0.0, 0.0], [0.0, 0.1, 0.0], [0.0, 0.0, 0.0], [0.0, 0.0, 0.0], [0.0, 0.0, 0.0], [0.0, 0.0, 0.0], [0.0, 0.0, 0.0], [0.0, 0.0, 0.0], [0.0, 0.0, 0.0], [0.0, 0.0, 0.0], [0.0, 0.0, 0.0], [0.0, 0.0, 0.0], [0.0, 0.0, 0.0], [0.0, 0.0, 0.0], [0.0, 0.0, 0.0], [0.0, 0.0, 0.0], [0.0, 0.0, 0.0], [0.0, 0.0, 0.0], [0.0, 0.0, 0.0], [0.0, 0.0, 0.0], [0.0, 0.0, 0.0], [0.0, 0.0, 0.0], [0.0, 0.0, 0.0], [0.0, 0.0, 0.0], [0.0, 0.0, 0.0], [0.0, 0.0, 0.0], [0.0, 0.0, 0.0], [0.0, 0.0, 0.0], [0.0, 0.0, 0.0], [0.0, 0.0, 0.0], [0.0, 0.0, 0.0], [0.0, 0.0, 0.0], [0.0, 0.0, 0.0], [0.0, 0.0, 0.0], [0.0, 0.0, 0.0], [0.0, 0.0, 0.0], [0.0, 0.0, 0.0]]}


Entry 3:
{"formula": "C4H7F2N2", "method": "ωB97M-V with the def2-TZVPD basis set", "e_lumo_ev": -4.202, "largest_force_ev_per_a": 5.92, "total_charge": 1, "elements": ["C", "C", "C", "C", "N", "N", "F", "F", "H", "H", "H", "H", "H", "H", "H"], "coordinates": [[-0.6263, 2.3045, 0.2850], [0.7310, -2.2952, -0.3065], [0.5389, -1.3486, 0.8517], [0.0909, -1.0111, -0.5316], [-1.0395, 2.4631, -0.9070], [-0.2166, 2.2644, 1.3672], [-1.2547, -0.7001, -0.7498], [0.7882, 0.0037, -1.0760], [1.7859, -2.3551, -0.6570], [-0.0044, -3.0969, -0.4963], [-0.3641, -1.6399, 1.4567], [-0.2747, 2.4175, -1.5801], [-1.7375, 1.7657, -1.2501], [0.2945, 2.1393, 2.2326], [1.2883, -0.9114, 1.3610]], "atomic_forces_ev_per_a": [[1.3, -0.3, 3.0], [0.1, -0.8, -1.6], [-5.5, -2.2, -0.6], [0.1, 2.2, 1.9], [-0.9, -1.2, -2.1], [-0.4, 0.2, -1.2], [1.1, -1.0, 0.0], [0.4, 0.7, -1.1], [-1.2, -0.3, -0.1], [1.0, -0.1, 0.6], [1.2, 0.4, -0.3], [0.2, 0.5, -0.1], [0.2, 0.7, 0.7], [-0.3, 0.0, -0.2], [2.6, 1.4, 1.2]]}